Record 1
Molecular formula: C12H15NS
Method: DFT, the ωB97M-V functional and the def2-TZVPD basis

The calculation puts the lowest unoccupied orbital energy (alpha / beta) at 0.54 / -2.66 eV. The calculation puts the HOMO energy (alpha / beta) at -4.846 / -8.579 eV. The HOMO-LUMO gap (alpha / beta) is 5.39 / 5.92 eV. The energy relative to the best compared isomer or geometry (same formula, charge and spin) is 25.9 kcal per mole. The total energy comes out at -918.9291 a.u.

The geometry in ORCA input format:
```
! wB97M-V def2-TZVPD RIJCOSX def2/J DEFGRID3
* xyz 0 3
C 4.04 0.26 1.26
C 3.93 1.64 0.95
C 3.08 -0.60 0.81
C 2.89 2.08 0.11
C 2.03 -0.22 0.06
C 1.98 1.18 -0.31
C 1.01 -1.13 -0.40
C 0.80 -2.38 -0.55
C -1.08 0.32 1.06
C -2.32 1.37 -0.88
C -2.20 -1.13 -0.78
C -1.44 0.11 -0.47
N -0.28 0.17 -1.41
S 0.82 1.47 -1.55
H 4.90 -0.09 1.86
H 4.73 2.27 1.22
H 3.10 -1.71 1.02
H 2.68 3.11 -0.12
H 0.00 -2.93 -1.18
H 1.51 -3.08 0.04
H -1.95 0.13 1.59
H -0.23 -0.30 1.29
H -0.84 1.34 1.27
H -2.64 1.29 -1.87
H -1.69 2.27 -0.77
H -3.26 1.52 -0.11
H -2.73 -0.95 -1.66
H -1.46 -1.94 -0.89
H -2.89 -1.28 0.04
*
```

***

Record 2
Molecular formula: C20H40I2N4OP3S
Method: DFT, the ωB97M-V functional and the def2-TZVPD basis

The calculation puts the lowest unoccupied orbital energy at 1.80 eV. The calculation puts the HOMO energy at -3.872 eV. The HOMO-LUMO gap is 5.67 eV. The total energy comes out at -3097.9128 a.u.

The geometry in ORCA input format:
```
! wB97M-V def2-TZVPD RIJCOSX def2/J DEFGRID3
* xyz -1 1
C -5.31 -5.40 -1.59
C -3.90 -5.44 -1.06
I -3.50 -7.30 -0.10
C -2.95 -4.53 -1.09
I -3.53 -2.70 -1.99
P -1.11 -4.63 -0.33
P -1.23 -2.44 0.62
S 0.04 -2.27 2.14
P -0.13 -3.92 -2.29
C 1.20 -5.16 -2.15
O -1.05 -4.72 -3.42
H -5.78 -6.38 -1.57
H -5.92 -4.69 -1.01
H -5.30 -5.06 -2.63
H 0.21 -4.65 0.28
H -1.72 -5.05 0.91
H -0.99 -6.01 -0.79
H -0.99 -1.44 -0.34
H -2.53 -2.16 1.06
H 1.73 -5.20 -3.11
H 0.80 -6.16 -1.92
H 1.90 -4.87 -1.36
H -1.31 -5.60 -3.11
C -8.52 -5.68 3.47
C -7.65 -6.78 2.88
C -7.04 -6.39 1.52
C -8.07 -6.12 0.53
N -8.90 -5.94 -0.25
H -9.37 -5.46 2.82
H -8.90 -5.97 4.44
H -7.95 -4.75 3.60
H -8.23 -7.69 2.76
H -6.83 -7.01 3.56
H -6.40 -7.19 1.14
H -6.41 -5.51 1.62
C 3.11 2.40 1.47
C 2.65 1.30 2.41
C 3.12 -0.09 1.96
C 2.61 -0.41 0.63
N 2.23 -0.68 -0.42
H 2.71 2.25 0.47
H 2.78 3.38 1.82
H 4.21 2.43 1.41
H 1.56 1.29 2.46
H 3.02 1.48 3.42
H 2.76 -0.86 2.64
H 4.21 -0.14 1.93
C 5.04 5.44 -0.85
C 5.82 4.88 -2.03
C 6.10 3.38 -1.88
C 6.90 3.09 -0.70
N 7.51 2.86 0.25
H 5.61 5.34 0.08
H 4.83 6.49 -1.01
H 4.09 4.91 -0.72
H 6.76 5.42 -2.15
H 5.25 5.03 -2.95
H 6.63 2.99 -2.75
H 5.16 2.83 -1.79
C 1.52 10.36 -1.10
C 2.01 9.22 -0.22
C 3.53 9.24 -0.01
C 4.25 9.09 -1.27
N 4.81 8.96 -2.27
H 1.95 10.29 -2.10
H 0.44 10.34 -1.20
H 1.80 11.33 -0.69
H 1.72 8.26 -0.65
H 1.54 9.29 0.77
H 3.84 8.42 0.64
H 3.85 10.18 0.45
*
```

***

Record 3
Molecular formula: C33H34F6N11O4RuS5
Method: DFT, the ωB97M-V functional and the def2-TZVPD basis

The calculation puts the lowest unoccupied orbital energy (alpha / beta) at -0.58 / -2.44 eV. The calculation puts the HOMO energy (alpha / beta) at -6.948 / -7.729 eV. The HOMO-LUMO gap (alpha / beta) is 6.36 / 5.28 eV. The energy relative to the best compared isomer or geometry (same formula, charge and spin) is 17.3 kcal per mole. The total energy comes out at -4866.1320 a.u.

The geometry in ORCA input format:
```
! wB97M-V def2-TZVPD RIJCOSX def2/J DEFGRID3
* xyz 0 6
Ru -0.24 -0.25 -0.03
N 2.31 2.85 2.37
C 1.68 1.71 1.98
S -0.06 1.65 2.22
N 2.43 0.74 1.57
N 1.75 -0.34 1.10
C 2.16 -1.51 1.42
C 3.27 -1.80 2.37
C 3.07 -2.73 3.39
C 4.07 -2.99 4.31
C 5.29 -2.34 4.22
C 5.50 -1.41 3.20
C 4.49 -1.13 2.29
C 1.38 -2.64 0.85
C 1.90 -3.92 0.77
C 1.12 -4.95 0.30
C -0.19 -4.68 -0.05
C -0.64 -3.38 0.02
N 0.13 -2.36 0.42
H 1.75 3.67 2.54
H 3.28 2.96 2.12
H 2.11 -3.24 3.47
H 3.90 -3.71 5.10
H 6.08 -2.55 4.93
H 6.45 -0.90 3.12
H 4.66 -0.42 1.50
H 2.92 -4.08 1.08
H 1.52 -5.95 0.21
H -0.87 -5.46 -0.39
H -1.66 -3.12 -0.25
S -0.73 1.90 -0.66
C -2.43 1.81 -0.34
N -3.30 2.75 -0.82
N -2.78 3.60 -1.69
C -3.47 4.76 -2.05
C -4.67 5.11 -1.46
C -5.31 6.28 -1.85
C -4.76 7.09 -2.84
C -3.56 6.73 -3.43
C -2.91 5.57 -3.05
N -2.95 0.84 0.40
N -2.08 -0.07 0.86
C -2.61 -0.93 1.84
C -3.99 -1.15 1.94
C -4.48 -2.03 2.89
C -3.62 -2.71 3.75
C -2.26 -2.46 3.67
C -1.75 -1.58 2.73
H -1.82 3.48 -1.99
H -5.08 4.48 -0.68
H -6.24 6.56 -1.38
H -5.26 8.00 -3.14
H -3.12 7.35 -4.20
H -1.97 5.28 -3.51
H -4.65 -0.61 1.28
H -5.55 -2.20 2.95
H -4.02 -3.39 4.49
H -1.58 -2.95 4.36
H -0.70 -1.35 2.71
C -2.67 1.71 -5.74
C -3.45 1.39 -4.47
N -2.57 0.67 -3.54
C -2.86 -0.31 -2.68
S -1.54 -1.30 -2.19
N -4.09 -0.58 -2.25
C -5.27 0.28 -2.09
C -6.53 -0.56 -2.18
H -3.30 2.26 -6.43
H -2.34 0.79 -6.22
H -1.79 2.31 -5.51
H -4.30 0.76 -4.70
H -3.81 2.31 -4.01
H -1.57 0.80 -3.67
H -4.08 -1.37 -1.61
H -5.28 1.06 -2.84
H -5.21 0.77 -1.12
H -6.63 -1.02 -3.16
H -7.41 0.06 -1.99
H -6.52 -1.36 -1.43
F 3.37 2.49 -3.20
C 2.26 2.21 -2.53
F 1.32 3.09 -2.89
F 2.46 2.33 -1.23
S 1.61 0.48 -2.95
O 1.45 -0.17 -1.65
O 0.43 0.78 -3.70
N 2.69 -0.22 -3.87
S 4.07 -0.67 -3.16
O 5.07 -0.94 -4.15
O 4.40 0.15 -2.03
C 3.73 -2.36 -2.43
F 2.45 -2.73 -2.50
F 4.46 -3.28 -3.07
F 4.11 -2.36 -1.15
*
```

***

Record 4
Molecular formula: C28H37BO2S
Method: DFT, the ωB97M-V functional and the def2-TZVPD basis

The calculation puts the lowest unoccupied orbital energy at -2.17 eV. The calculation puts the HOMO energy at -4.777 eV. The HOMO-LUMO gap is 2.60 eV. The energy relative to the best compared isomer or geometry (same formula, charge and spin) is 215.3 kcal per mole. The total energy comes out at -1662.2727 a.u.

The geometry in ORCA input format:
```
! wB97M-V def2-TZVPD RIJCOSX def2/J DEFGRID3
* xyz 0 1
C 0.11 3.07 0.42
C -1.28 2.45 0.14
C -1.01 0.86 0.17
C -1.51 -0.14 1.03
C -2.08 0.06 2.40
C -1.60 -1.49 0.64
C -1.04 -1.94 -0.54
C -1.07 -3.40 -0.86
C -0.41 -1.01 -1.36
C -0.29 0.33 -0.98
C 0.45 1.14 -1.98
H 0.19 3.45 1.45
H 0.97 2.38 0.37
H 0.43 3.89 -0.24
H -2.00 2.84 0.92
H -2.24 -0.94 2.85
H -1.35 0.61 3.12
H -3.09 0.51 2.37
H -2.10 -2.23 1.27
H -1.01 -3.58 -1.93
H -0.22 -3.92 -0.39
H -1.98 -3.87 -0.48
H -0.04 -1.37 -2.33
H 0.76 0.57 -2.88
H -0.41 1.94 -2.54
H 1.32 1.67 -1.53
C -5.50 6.19 -0.08
C -4.17 5.61 0.18
C -2.88 6.17 0.23
C -1.87 5.22 -0.19
C -2.50 4.12 -0.80
B -1.62 2.23 3.74
C -1.89 2.84 -1.18
C -3.04 1.91 -1.42
C -3.86 2.11 -2.51
C -3.42 3.02 -3.50
C -2.10 3.42 -3.50
C -1.09 3.00 -2.47
O -1.05 3.50 3.57
C -1.60 4.11 4.86
C -0.59 3.53 5.86
C -1.52 5.61 4.83
C -3.10 3.52 4.82
C -3.57 2.75 6.07
C -4.16 4.47 4.20
O -2.98 2.41 3.85
S -4.02 3.93 0.14
H -5.56 7.26 -0.30
H -5.91 5.62 -0.91
H -6.12 5.94 0.78
H -2.60 7.22 0.38
H -0.78 5.38 -0.13
H -3.31 1.18 -0.66
H -4.89 1.70 -2.56
H -4.15 3.37 -4.26
H -1.80 4.12 -4.29
H -0.32 3.80 -2.38
H -0.79 3.77 6.91
H -0.46 2.43 5.72
H 0.41 3.92 5.60
H -1.79 6.03 5.81
H -0.50 5.92 4.59
H -2.19 6.03 4.08
H -3.57 3.34 7.00
H -4.60 2.38 5.93
H -2.97 1.83 6.21
H -4.37 5.38 4.80
H -3.84 4.78 3.18
H -5.14 3.96 4.05
*
```

***

Record 5
Molecular formula: C8H10F2O
Method: DFT, the ωB97M-V functional and the def2-TZVPD basis

The calculation puts the lowest unoccupied orbital energy at 0.90 eV. The calculation puts the HOMO energy at -8.256 eV. The HOMO-LUMO gap is 9.15 eV. The energy relative to the best compared isomer or geometry (same formula, charge and spin) is 150.7 kcal per mole. The total energy comes out at -585.5527 a.u.

The geometry in ORCA input format:
```
! wB97M-V def2-TZVPD RIJCOSX def2/J DEFGRID3
* xyz 0 1
C 0.33 -0.69 -3.08
C 1.09 0.86 1.12
C -0.75 -0.73 -2.30
C -0.03 1.64 1.74
C 0.17 -1.36 1.31
C -0.74 -0.79 0.36
C -0.81 -1.64 -0.95
C -0.41 2.78 1.31
O 0.87 -0.38 0.46
F 0.15 -2.58 -1.02
F 0.28 3.39 0.24
H 0.24 -0.35 -4.08
H 1.13 -1.40 -3.00
H 1.89 0.79 1.89
H 1.48 1.54 0.41
H -1.59 -0.06 -2.51
H -0.48 1.15 2.67
H -0.01 -1.02 2.36
H 0.64 -2.32 1.22
H -1.70 -2.13 -0.83
H -1.13 3.52 1.61
*
```

***

Record 6
Molecular formula: C12H24AgO6S3
Method: DFT, the ωB97M-V functional and the def2-TZVPD basis

The calculation puts the lowest unoccupied orbital energy at -3.58 eV. The calculation puts the HOMO energy at -12.688 eV. The HOMO-LUMO gap is 9.11 eV. The energy relative to the best compared isomer or geometry (same formula, charge and spin) is 48.9 kcal per mole. The total energy comes out at -2264.2745 a.u.

The geometry in ORCA input format:
```
! wB97M-V def2-TZVPD RIJCOSX def2/J DEFGRID3
* xyz 1 1
Ag 0.14 -0.87 0.07
C 2.03 -6.09 -0.73
C 3.10 -5.10 -0.32
C 3.36 -4.17 -1.55
S 1.72 -3.95 -2.46
O 2.01 -4.28 -3.91
O 1.20 -2.64 -2.09
C 0.87 -5.39 -1.55
H 1.67 -6.65 0.13
H 2.47 -6.82 -1.41
H 4.05 -5.55 -0.06
H 2.80 -4.43 0.49
H 3.86 -4.93 -2.15
H 4.09 -3.36 -1.52
H 0.39 -5.92 -2.37
H 0.14 -5.02 -0.83
C -2.17 4.24 -2.34
C -1.56 3.64 -3.63
C -1.24 2.15 -3.40
S -0.83 2.00 -1.61
O 0.49 2.64 -1.33
O -1.23 0.62 -1.15
C -2.10 3.19 -1.13
H -3.19 4.48 -2.65
H -1.74 5.22 -2.12
H -0.70 4.27 -3.89
H -2.17 3.70 -4.52
H -0.43 1.68 -3.96
H -2.08 1.47 -3.48
H -2.07 3.58 -0.11
H -3.05 2.65 -1.16
C -1.62 2.21 4.73
C -0.14 2.04 5.05
C 0.71 2.19 3.73
S -0.38 1.95 2.28
O -0.01 0.76 1.48
O -0.61 3.22 1.63
C -1.90 1.49 3.36
H -1.77 3.27 4.53
H -2.27 1.81 5.50
H 0.11 1.03 5.39
H 0.19 2.78 5.77
H 1.51 1.46 3.65
H 1.17 3.13 3.43
H -2.00 0.40 3.34
H -2.77 1.90 2.84
*
```

***

Record 7
Molecular formula: C4H12
Method: DFT, the ωB97M-V functional and the def2-TZVPD basis

The calculation puts the lowest unoccupied orbital energy at 1.18 eV. The calculation puts the HOMO energy at -11.693 eV. The HOMO-LUMO gap is 12.87 eV. The energy relative to the best compared isomer or geometry (same formula, charge and spin) is 4.5 kcal per mole. The total energy comes out at -159.5778 a.u.

The geometry in ORCA input format:
```
! wB97M-V def2-TZVPD RIJCOSX def2/J DEFGRID3
* xyz 0 1
C -0.44 -0.44 1.74
C -1.11 0.31 2.88
H -0.96 -0.20 0.82
H 0.60 -0.16 1.65
H -0.40 -1.52 1.89
H -0.84 1.36 2.88
H -0.86 -0.02 3.89
H -2.20 0.24 2.83
C 0.47 0.38 -1.69
C 1.07 -0.25 -2.95
H 1.25 0.35 -0.92
H 0.21 1.43 -1.77
H -0.37 -0.16 -1.27
H 0.55 0.13 -3.83
H 1.02 -1.33 -2.89
H 2.13 -0.04 -3.01
*
```

***

Record 8
Molecular formula: C13H21O10
Method: DFT, the ωB97M-V functional and the def2-TZVPD basis

The calculation puts the lowest unoccupied orbital energy at 2.14 eV. The calculation puts the HOMO energy at -3.627 eV. The HOMO-LUMO gap is 5.77 eV. The energy relative to the best compared isomer or geometry (same formula, charge and spin) is 0.0 kcal per mole. The total energy comes out at -1260.3856 a.u.

The geometry in ORCA input format:
```
! wB97M-V def2-TZVPD RIJCOSX def2/J DEFGRID3
* xyz -1 1
C -1.04 5.06 1.81
O -0.70 4.37 0.63
C -1.34 3.12 0.51
C -0.33 2.07 0.00
O 0.95 2.23 0.57
C 0.99 1.93 1.95
C 1.94 2.87 2.75
O 2.79 3.50 2.11
O 1.74 2.88 3.99
H -2.12 5.28 1.83
H -0.76 4.48 2.70
H -0.44 5.97 1.82
H -2.20 3.18 -0.18
H -1.70 2.78 1.49
H -0.22 2.27 -1.06
H -0.74 1.05 0.09
H 1.33 0.90 2.11
H 0.01 2.02 2.43
C 0.04 -4.94 2.20
C 0.41 -3.71 1.41
C 1.08 -2.62 2.22
O 0.67 -1.44 1.52
C -0.50 -1.70 0.91
O -1.21 -0.88 0.43
O -0.76 -3.04 0.92
H -0.80 -4.73 2.86
H -0.26 -5.75 1.54
H 0.89 -5.29 2.80
H 1.02 -3.98 0.54
H 2.16 -2.69 2.23
H 0.71 -2.57 3.24
C 0.00 -2.37 -4.65
C -0.12 -0.92 -4.25
C 0.75 -0.51 -3.09
O 0.01 0.54 -2.48
C -1.31 0.32 -2.76
O -2.22 0.86 -2.26
O -1.43 -0.63 -3.74
H -0.47 -3.01 -3.90
H -0.51 -2.55 -5.60
H 1.05 -2.65 -4.77
H 0.05 -0.27 -5.12
H 1.73 -0.14 -3.40
H 0.89 -1.31 -2.36
*
```

***

Record 9
Molecular formula: C36H46GeMgN8O7
Method: DFT, the ωB97M-V functional and the def2-TZVPD basis

The calculation puts the lowest unoccupied orbital energy at 0.41 eV. The calculation puts the HOMO energy at -6.372 eV. The HOMO-LUMO gap is 6.79 eV. The energy relative to the best compared isomer or geometry (same formula, charge and spin) is 5.0 kcal per mole. The total energy comes out at -4641.0921 a.u.

The geometry in ORCA input format:
```
! wB97M-V def2-TZVPD RIJCOSX def2/J DEFGRID3
* xyz 0 1
Mg 0.80 -0.47 -0.52
C 2.56 -3.94 1.56
C 2.18 -2.71 0.78
N 1.12 -2.02 1.03
O 0.38 -2.51 2.10
C 3.03 -2.26 -0.30
C 4.24 -3.03 -0.75
N 2.68 -1.12 -0.85
O 3.37 -0.63 -1.82
H 1.88 -4.09 2.39
H 3.58 -3.84 1.93
H 2.53 -4.82 0.91
H -0.44 -1.99 2.07
H 3.97 -4.04 -1.08
H 4.99 -3.11 0.04
H 4.68 -2.50 -1.59
C -2.27 -4.56 0.96
O -2.53 -3.17 1.07
C -3.73 -2.72 0.63
C -4.70 -3.55 0.09
C -5.94 -3.03 -0.29
C -6.22 -1.69 -0.09
C -5.24 -0.86 0.42
C -3.98 -1.34 0.75
N -3.04 -0.45 1.32
C -1.70 -0.24 0.96
N -1.09 0.43 1.97
C 0.19 0.58 2.62
C 1.44 0.99 2.09
C 2.56 0.88 2.95
C 2.44 0.58 4.29
C 1.19 0.41 4.85
C 0.09 0.40 4.01
O -1.18 0.19 4.51
C -1.56 1.06 5.57
N -1.18 -0.67 -0.16
C -1.98 -0.76 -1.32
C -1.87 -1.84 -2.18
C -2.51 -1.87 -3.41
C -3.28 -0.79 -3.80
C -3.41 0.31 -2.97
C -2.78 0.34 -1.74
O -2.82 1.41 -0.91
C -3.31 2.63 -1.44
H -1.27 -4.70 1.37
H -2.28 -4.88 -0.09
H -2.98 -5.15 1.53
H -4.51 -4.60 -0.03
H -6.68 -3.69 -0.71
H -7.19 -1.29 -0.35
H -5.44 0.20 0.57
H -3.48 0.37 1.71
H -1.75 0.48 2.74
H 3.55 1.00 2.52
H 3.32 0.49 4.90
H 1.07 0.24 5.91
H -2.56 0.74 5.88
H -1.60 2.10 5.23
H -0.88 0.99 6.42
H -1.22 -2.66 -1.89
H -2.40 -2.72 -4.06
H -3.77 -0.78 -4.77
H -4.00 1.16 -3.30
H -3.10 3.39 -0.69
H -4.39 2.58 -1.61
H -2.82 2.89 -2.37
C 2.83 4.75 1.97
Ge 3.98 3.39 1.12
C 4.88 4.11 -0.48
C 5.39 2.78 2.38
C 2.91 1.90 0.34
H 3.42 5.52 2.47
H 2.18 4.28 2.70
H 2.21 5.23 1.21
H 5.73 4.74 -0.25
H 4.17 4.69 -1.08
H 5.22 3.28 -1.10
H 6.18 3.53 2.42
H 5.84 1.85 2.04
H 5.01 2.63 3.38
H 3.55 1.02 0.25
H 2.70 2.23 -0.68
N -0.57 3.55 -3.86
C -0.67 2.53 -4.76
O -1.26 2.65 -5.82
C -0.03 1.24 -4.35
C 0.37 0.34 -5.33
C 0.96 -0.85 -4.94
C 1.10 -1.11 -3.59
N 0.68 -0.27 -2.65
C 0.14 0.89 -3.02
H -0.91 4.45 -4.14
H 0.05 3.48 -3.07
H 0.22 0.60 -6.37
H 1.31 -1.56 -5.67
H 1.57 -2.03 -3.25
H -0.18 1.52 -2.20
O 0.66 1.32 -0.09
N 1.60 1.59 0.89
*
```

***

Record 10
Molecular formula: C3H2F3IO
Method: DFT, the ωB97M-V functional and the def2-TZVPD basis

The calculation puts the lowest unoccupied orbital energy at 0.24 eV. The calculation puts the HOMO energy at -10.054 eV. The HOMO-LUMO gap is 10.30 eV. The energy relative to the best compared isomer or geometry (same formula, charge and spin) is 0.0 kcal per mole. The total energy comes out at -787.9964 a.u.

The geometry in ORCA input format:
```
! wB97M-V def2-TZVPD RIJCOSX def2/J DEFGRID3
* xyz 0 1
C -0.05 0.41 1.04
C -0.61 -0.53 -0.01
C 0.63 -0.05 -0.84
O 0.95 0.92 0.12
F -1.86 -0.28 -0.50
F -0.49 -1.77 0.47
F 1.65 -0.90 -0.89
I 0.24 0.93 -2.69
H -0.71 1.35 1.34
H 0.26 -0.08 1.96
*
```